1.
The following is a DFT calculation (ωB97M-V/def2-TZVPD) of a cluster of 4 separate species, C47H46BClF3N3O11P2S in total in a non-equilibrium geometry.

Calculated values
Net charge: 0
Structure (SMILES): CC(=O)OC(=O)Cc1cc2c(c(P(O)Cl)c1CC(=O)O)C(=O)c1cc(CCCCCCCSc3nnco3)c([PH2]=O)c(B(N)O)c1C2=O.Fc1ccccc1.Fc1ccccc1.Fc1ccccc1

XYZ file:
```
115
C47H46BClF3N3O11P2S ωB97M-V/def2-TZVPD
C 5.135 4.870 5.432
C 3.820 4.263 5.759
O 3.514 3.857 6.824
O 2.895 4.206 4.716
C 2.306 2.951 4.567
O 1.135 2.848 4.569
C 3.254 1.793 4.400
C 3.071 1.074 3.069
C 2.707 -0.260 3.168
C 2.483 -1.005 2.022
C 2.650 -0.420 0.768
C 3.041 0.924 0.638
P 3.244 1.763 -0.990
O 2.081 1.039 -1.901
Cl 5.013 0.973 -1.690
C 3.240 1.675 1.817
C 3.602 3.130 1.688
C 5.058 3.394 2.028
O 5.837 2.535 2.289
O 5.424 4.684 2.009
C 2.307 -1.323 -0.387
O 2.986 -1.466 -1.366
C 1.035 -2.067 -0.141
C 0.040 -2.138 -1.098
C -1.163 -2.773 -0.775
C -2.270 -2.726 -1.801
C -3.276 -1.630 -1.395
C -2.720 -0.225 -1.578
C -3.785 0.838 -1.239
C -3.279 1.929 -0.281
C -3.640 1.677 1.188
C -3.894 2.993 1.910
S -4.056 2.805 3.711
C -5.696 2.294 3.882
N -6.081 1.069 4.066
N -7.450 1.092 4.185
C -7.795 2.331 4.061
O -6.766 3.153 3.872
C -1.306 -3.367 0.490
P -2.860 -4.143 0.992
O -3.782 -3.171 1.631
C -0.286 -3.330 1.459
B -0.410 -3.985 2.913
N 0.113 -5.312 3.144
O -0.965 -3.323 3.962
C 0.879 -2.642 1.122
C 2.005 -2.419 2.065
O 2.478 -3.263 2.775
H 5.756 4.780 6.312
H 5.588 4.324 4.611
H 5.024 5.913 5.159
H 2.973 1.096 5.176
H 4.290 2.101 4.509
H 2.566 -0.726 4.130
H 2.558 0.405 -2.465
H 2.975 3.758 2.318
H 3.448 3.477 0.672
H 4.639 5.235 1.899
H 0.184 -1.683 -2.064
H -1.835 -2.404 -2.739
H -2.763 -3.683 -1.926
H -3.592 -1.758 -0.364
H -4.172 -1.719 -2.009
H -2.437 -0.090 -2.622
H -1.828 -0.055 -0.980
H -4.211 1.273 -2.137
H -4.600 0.326 -0.731
H -2.207 2.077 -0.378
H -3.767 2.863 -0.561
H -4.545 1.081 1.262
H -2.833 1.165 1.705
H -4.807 3.448 1.540
H -3.072 3.686 1.765
H -8.816 2.656 4.109
H -3.407 -4.746 -0.154
H -2.527 -5.159 1.908
H 0.613 -5.655 2.335
H -0.600 -5.984 3.403
H -1.265 -2.454 3.669
F -0.223 -1.170 -4.249
C 0.050 -0.284 -5.237
C -0.336 -0.586 -6.526
C -0.054 0.325 -7.534
C 0.611 1.509 -7.244
C 0.991 1.785 -5.937
C 0.706 0.886 -4.919
H -0.846 -1.517 -6.732
H -0.354 0.109 -8.551
H 0.829 2.210 -8.034
H 1.513 2.705 -5.707
H 0.986 1.089 -3.894
F 1.121 2.771 -10.047
C 0.250 3.373 -10.888
C 0.003 2.795 -12.116
C -0.895 3.414 -12.974
C -1.520 4.595 -12.598
C -1.252 5.158 -11.358
C -0.361 4.544 -10.490
H 0.506 1.878 -12.391
H -1.105 2.973 -13.938
H -2.217 5.076 -13.272
H -1.735 6.080 -11.065
H -0.143 4.962 -9.516
F -1.128 -7.762 6.803
C 0.118 -7.354 7.125
C 0.820 -8.048 8.091
C 2.102 -7.627 8.413
C 2.657 -6.524 7.777
C 1.929 -5.841 6.812
C 0.650 -6.258 6.477
H 0.366 -8.900 8.578
H 2.669 -8.162 9.163
H 3.656 -6.198 8.034
H 2.356 -4.981 6.314
H 0.074 -5.743 5.723
```

These are the Löwdin partial charges, in e, on atoms 1 to 2: C 0.04; C -0.51

---

2.
The following is a DFT calculation (ωB97M-V/def2-TZVPD) of the molecule C8H11ClN2O2 in a non-equilibrium geometry.

Calculated values
Relative energy (zero: lowest compared OMol25 entry of this formula, charge and spin): 0.8698 eV
Net charge: 0
Structure (SMILES): CCOC(=O)\C(C)=N/C=C\N=C\Cl

XYZ file:
```
24
C8H11ClN2O2 ωB97M-V/def2-TZVPD
C -3.354 -0.110 -0.396
C -2.217 -0.504 0.529
O -1.036 0.232 0.201
C 0.131 -0.380 0.427
O 0.231 -1.492 0.895
C 1.300 0.445 -0.002
C 1.165 1.931 -0.029
N 2.428 -0.078 -0.301
C 2.684 -1.399 -0.425
C 3.953 -1.886 -0.375
N 5.089 -1.165 -0.260
C 5.254 -0.088 0.366
Cl 6.703 0.783 0.137
H -4.252 -0.636 -0.084
H -3.539 0.959 -0.350
H -3.130 -0.383 -1.424
H -1.994 -1.573 0.449
H -2.467 -0.290 1.574
H 0.242 2.213 -0.530
H 2.021 2.360 -0.545
H 1.121 2.326 0.986
H 1.881 -2.098 -0.648
H 4.122 -2.939 -0.546
H 4.568 0.375 1.077
```

These are the Löwdin partial charges, in e, on atoms 1 to 2: C -0.06; C -0.21

---

3.
The following is a DFT calculation (ωB97M-V/def2-TZVPD) of a cluster of 10 separate species, C24H70N2O18 in total in a non-equilibrium geometry.

Calculated values
Relative energy (zero: lowest compared OMol25 entry of this formula, charge and spin): 4.8753 eV
Net charge: 0
Structure (SMILES): COC[C@H](C)N.COC[C@H](C)N.OCCO.OCCO.OCCO.OCCO.OCCO.OCCO.OCCO.OCCO

XYZ file:
```
114
C24H70N2O18 ωB97M-V/def2-TZVPD
C -0.090 0.237 -4.287
O -1.010 0.070 -3.171
C -2.401 0.468 -3.469
C -3.409 0.403 -2.253
C -3.357 -0.990 -1.560
N -4.727 0.779 -2.728
H -0.234 1.246 -4.672
H -0.129 -0.478 -5.109
H 0.988 0.220 -4.126
H -2.486 1.434 -3.966
H -2.689 -0.170 -4.305
H -3.067 1.169 -1.556
H -3.542 -1.844 -2.212
H -4.054 -1.260 -0.767
H -2.319 -1.147 -1.269
H -4.510 1.193 -3.624
H -4.949 -0.084 -3.205
C -2.176 3.351 3.403
O -3.011 3.482 2.193
C -3.987 4.537 2.305
C -4.866 4.756 1.123
C -5.850 5.900 1.389
N -5.603 3.509 0.804
H -1.328 2.666 3.377
H -2.747 3.174 4.314
H -1.704 4.285 3.709
H -4.591 4.333 3.189
H -3.420 5.447 2.502
H -4.275 4.982 0.235
H -6.509 5.619 2.211
H -6.495 6.048 0.523
H -5.289 6.786 1.687
H -4.874 2.828 0.644
H -5.982 3.263 1.707
O 5.044 -2.094 -3.685
C 5.353 -0.742 -3.325
C 3.972 0.038 -3.099
O 3.141 -0.499 -1.974
H 4.553 -2.139 -4.509
H 6.030 -0.835 -2.477
H 5.988 -0.313 -4.101
H 3.286 -0.183 -3.916
H 4.246 1.085 -2.975
H 3.742 -0.390 -1.233
O 4.185 2.205 2.111
C 5.531 1.927 1.665
C 5.897 0.485 1.430
O 5.580 0.005 0.120
H 3.739 1.411 2.413
H 6.023 2.542 0.912
H 5.970 2.310 2.586
H 5.469 -0.133 2.219
H 6.987 0.508 1.420
H 6.122 -0.757 -0.097
O -3.581 -4.509 1.369
C -2.425 -3.708 1.282
C -1.488 -4.441 0.261
O -0.882 -5.668 0.689
H -4.081 -4.496 0.549
H -2.627 -2.705 0.907
H -2.020 -3.505 2.273
H -0.715 -3.781 -0.132
H -1.998 -4.669 -0.675
H -1.335 -6.402 0.268
O 1.502 -2.672 -4.501
C 0.648 -3.420 -3.680
C 1.222 -3.497 -2.292
O 1.066 -2.262 -1.591
H 1.769 -3.294 -5.181
H -0.363 -3.022 -3.595
H 0.399 -4.348 -4.195
H 2.271 -3.791 -2.330
H 0.614 -4.152 -1.669
H 1.758 -1.672 -1.899
O 2.779 -1.978 2.279
C 1.686 -2.916 2.217
C 2.016 -4.379 2.433
O 0.931 -5.179 2.807
H 2.507 -1.110 1.969
H 0.877 -2.543 2.844
H 1.164 -2.629 1.304
H 2.722 -4.431 3.261
H 2.602 -4.842 1.639
H 0.363 -5.382 2.060
O -2.429 -0.149 3.556
C -1.408 -0.504 4.431
C -1.956 -1.574 5.373
O -3.204 -1.201 6.212
H -3.298 -0.102 3.962
H -0.492 -0.792 3.915
H -1.250 0.468 4.899
H -1.271 -1.918 6.147
H -2.151 -2.463 4.773
H -3.927 -1.166 5.582
O -0.403 1.153 -0.689
C -0.628 0.416 0.617
C 0.462 0.818 1.525
O 1.816 0.424 1.073
H -0.685 0.577 -1.403
H -1.594 0.677 1.049
H -0.662 -0.654 0.415
H 0.153 0.458 2.506
H 0.596 1.897 1.594
H 1.814 0.147 0.154
O 1.334 2.739 -2.499
C 2.349 3.082 -1.571
C 3.304 4.124 -2.129
O 4.338 3.611 -2.984
H 0.744 2.149 -2.024
H 1.730 3.476 -0.764
H 2.850 2.202 -1.168
H 3.781 4.633 -1.292
H 2.732 4.853 -2.704
H 3.808 3.379 -3.751
```

These are the Löwdin partial charges, in e, on atoms 1 to 2: C -0.08; O -0.22

---

Number 1: total energy -127245.678 eV, highest occupied orbital energy -0.3306 Ha. Number 2: total energy -28070.712 eV, highest occupied orbital energy -0.3062 Ha. Number 3: total energy -65849.634 eV, highest occupied orbital energy -0.3457 Ha.